Record 1
ORCA calculation (the ωB97M-V functional and the def2-TZVPD basis) on an isolated molecule of C7H13N at a distorted geometry.

ORCA input file:
```
! RIJCOSX wB97M-V def2-TZVPD def2/J DEFGRID3
* xyz 0 1
C 1.27541 -2.90599 -3.04852
C 1.17587 -1.78516 -2.36055
C 0.58347 -1.67977 -0.93278
N 0.17936 -0.29770 -0.77482
C -0.40494 0.08496 0.39738
C -1.31090 1.10313 0.59683
C -1.37306 1.84191 1.95183
C -0.14306 2.45317 2.47251
H 0.98190 -3.86120 -2.70786
H 1.58139 -2.88418 -4.05116
H 1.54402 -0.78062 -2.75740
H 1.26981 -1.91905 -0.06145
H -0.28151 -2.33946 -0.78023
H -0.08883 0.25683 -1.66103
H -0.00596 -0.32752 1.25341
H -1.87941 1.54793 -0.20270
H -2.24594 2.43843 1.83636
H -1.50252 1.15343 2.81414
H -0.33383 3.59034 2.89190
H 0.65518 2.43298 1.76728
H 0.32355 1.87752 3.35684
*
```

Calculated values
**SMILES**: C=CCN/C=C/CC
**Calculated total energy**: -8956.9880 eV
**Gap between HOMO and LUMO**: 8.680 eV
**Highest occupied orbital energy**: -7.6 eV
**Energy above the lowest of the compared OMol25 structures with the same formula, charge and spin**: 284.13 kJ/mol


Record 2
ORCA calculation (the ωB97M-V functional and the def2-TZVPD basis) on a structure of composition C23H38Cl2N7O6P2V.

ORCA input file:
```
! RIJCOSX wB97M-V def2-TZVPD def2/J DEFGRID3
* xyz 2 3
V -0.24280 -0.16161 -0.24610
C -2.72382 -3.13423 -3.32329
N -3.26530 -2.94304 -1.97237
C -4.24172 -3.96199 -1.58503
P -3.17310 -1.45104 -1.33944
O -1.79844 -0.85487 -1.41703
O -3.53051 -1.65626 0.22921
P -2.58421 -1.47052 1.52974
O -1.56221 -0.39164 1.22603
N -1.92529 -2.91812 1.82344
C -0.94875 -2.97895 2.92158
C -2.55271 -4.20891 1.54145
N -3.53142 -0.97430 2.73747
C -4.32308 -1.93026 3.51784
C -4.07749 0.38734 2.71906
N -4.29601 -0.50614 -2.02126
C -4.30028 0.93583 -1.80101
C -5.58420 -1.04249 -2.47339
H -3.52624 -3.15529 -4.06475
H -2.18583 -4.08199 -3.36627
H -2.04568 -2.32359 -3.58227
H -4.99576 -4.08581 -2.36528
H -4.75229 -3.68508 -0.66612
H -3.73854 -4.91912 -1.44351
H -0.40283 -2.04119 2.99694
H -0.23780 -3.77687 2.71368
H -1.44022 -3.17885 3.87722
H -3.39607 -4.09121 0.87231
H -2.90350 -4.67469 2.46499
H -1.82022 -4.86955 1.07620
H -3.77634 -2.85960 3.65593
H -5.28297 -2.14364 3.04128
H -4.51095 -1.50046 4.50028
H -3.41664 1.04730 2.16057
H -4.14684 0.75590 3.74153
H -5.07437 0.40190 2.27163
H -3.29402 1.25485 -1.56053
H -4.98819 1.22197 -1.00130
H -4.59961 1.43791 -2.72083
H -5.46642 -2.04264 -2.87837
H -5.95765 -0.40198 -3.27076
H -6.32183 -1.06150 -1.66779
O 1.50598 0.28564 0.88897
C 1.56582 1.53232 1.60131
C 0.50631 2.47387 1.10931
C 0.49285 3.78959 1.54160
C -0.53942 4.61807 1.14544
C -1.52674 4.10076 0.31917
C -1.42576 2.78814 -0.08298
N -0.43237 1.96987 0.29859
H 2.15372 0.34434 0.15637
H 2.55781 1.96559 1.48397
H 1.40347 1.30482 2.65519
H 1.28696 4.15179 2.18101
H -0.57008 5.65021 1.46736
H -2.34902 4.70849 -0.02953
H -2.15278 2.37118 -0.75754
N 1.31739 -3.71955 -1.83710
C 0.51146 -2.65773 -1.70389
N 0.58788 -2.11124 -0.50883
C 1.54846 -2.86036 0.18679
C 2.07125 -2.72350 1.47394
C 3.01945 -3.63924 1.87796
C 3.45286 -4.67609 1.03403
C 2.95517 -4.81682 -0.24287
C 2.00289 -3.88453 -0.64211
H 1.43545 -4.26182 -2.67714
H -0.10046 -2.27990 -2.50407
H 1.76706 -1.91632 2.12312
H 3.45003 -3.55482 2.86651
H 4.20055 -5.36998 1.39211
H 3.29460 -5.60500 -0.90087
Cl -0.75304 1.94755 -3.49964
C 0.88739 2.38818 -2.98246
Cl 0.94474 4.04266 -2.38167
C 1.46156 1.43080 -1.93053
O 2.48356 1.71223 -1.34637
O 0.83386 0.30327 -1.72288
H 1.51958 2.34086 -3.86596
*
```

Calculated values
**⟨S²⟩**: 2.01
**Calculated total energy**: -116490.3026 eV
**Gap between HOMO and LUMO (spin up / spin down)**: 7.978 / 8.965 eV
**Highest occupied orbital energy (spin up / spin down)**: -13.9 / -14.0 eV
**Energy above the lowest of the compared OMol25 structures with the same formula, charge and spin**: 73.84 kJ/mol


Record 3
ORCA calculation (the ωB97M-V functional and the def2-TZVPD basis) on an isolated molecule of C5H12O2 at a distorted geometry.

ORCA input file:
```
! RIJCOSX wB97M-V def2-TZVPD def2/J DEFGRID3
* xyz 0 1
C -2.44966 -0.50071 0.43983
C -1.14567 -0.83431 -0.27154
C -0.13292 0.26927 -0.00929
O 0.25356 0.23548 1.48755
C 1.21445 0.02866 -0.67783
C 2.14954 1.23754 -0.66886
O 1.73556 -1.03849 0.07065
H -2.26023 -0.24457 1.48766
H -2.92380 0.37463 -0.02051
H -3.15467 -1.33237 0.40796
H -0.67738 -1.75950 0.08385
H -1.34085 -0.99780 -1.34357
H -0.52540 1.26015 -0.29804
H -0.22296 -0.39973 2.06106
H 0.95758 -0.19441 -1.73170
H 2.37483 1.53969 0.35885
H 3.09444 0.97835 -1.15825
H 1.70902 2.09126 -1.19923
H 1.34456 -0.71314 0.98138
*
```

Calculated values
**SMILES**: CC[C@@H](O)[C@@H](C)O
**Calculated total energy**: -9473.7880 eV
**Gap between HOMO and LUMO**: 10.493 eV
**Highest occupied orbital energy**: -9.7 eV
**Energy above the lowest of the compared OMol25 structures with the same formula, charge and spin**: 130.03 kJ/mol


Record 4
ORCA calculation (the ωB97M-V functional and the def2-TZVPD basis) on an isolated molecule of C4H6Cl2O at a distorted geometry.

ORCA input file:
```
! RIJCOSX wB97M-V def2-TZVPD def2/J DEFGRID3
* xyz 0 3
C -1.01283 0.41290 -0.10937
C 0.67296 -0.62083 -0.66715
C -1.85907 -0.18682 1.02691
C 1.86497 0.32062 -0.96182
O -0.61066 -0.35690 -1.23324
Cl 0.88558 -1.89834 0.37816
Cl 2.36251 1.26181 0.54042
H -0.64808 1.39262 -0.12120
H -1.10869 -0.46335 1.81652
H -2.47804 -1.14811 0.81795
H -2.60253 0.54298 1.41594
H 1.78355 1.12937 -1.83962
H 2.75031 -0.38595 -1.06350
*
```

Calculated values
**⟨S²⟩**: 2.01
**Calculated total energy**: -31332.5277 eV
**Gap between HOMO and LUMO (spin up / spin down)**: 7.507 / 9.788 eV
**Highest occupied orbital energy (spin up / spin down)**: -6.7 / -10.7 eV
**Energy above the lowest of the compared OMol25 structures with the same formula, charge and spin**: 67.00 kJ/mol